(1)
The following is a quantum chemistry calculation of C3H5NO in the gas phase in a non-equilibrium geometry, from OMol25.

Kohn-Sham gap (spin up / spin down), eV: 8.52 / 8.53
Lowest unoccupied orbital energy (spin up / spin down), eV: -0.56 / -0.56
Strongest force on any atom, eV/Å: 4.7

Structure (ORCA input):
```
! wB97M-V def2-TZVPD RIJCOSX def2/J DEFGRID3
* xyz 0 1
C 1.74020 0.65920 0.02112
C -1.32223 -0.24228 -0.47830
C -0.14632 -0.76264 0.43649
N 1.10695 -0.38784 0.41282
O -1.55272 0.73863 0.40317
H 1.13456 1.48041 -0.10858
H 2.85237 0.45110 0.00315
H -1.05526 0.14458 -1.45233
H -2.09963 -0.87920 -0.62589
H -0.65791 -1.20198 1.38836
*
```

(2)
The following is a quantum chemistry calculation of a molecular structure, C4H8O2 in a non-equilibrium geometry, from OMol25.

Kohn-Sham gap, eV: 11.21
Lowest unoccupied orbital energy, eV: 1.09
Strongest force on any atom, eV/Å: 3.6

Structure (ORCA input):
```
! wB97M-V def2-TZVPD RIJCOSX def2/J DEFGRID3
* xyz 0 1
C -0.18510 1.01435 0.66938
C 0.24990 0.97675 -0.79519
O 1.19870 -0.02463 -1.02342
C 0.72807 -1.25479 -0.62811
O 0.36422 -1.35769 0.70481
C -0.62749 -0.39786 1.06288
H 0.63000 1.33224 1.33084
H -1.01103 1.72377 0.79571
H -0.74911 0.46536 -1.46506
H 0.68755 1.92438 -1.16392
H 1.51954 -2.00838 -0.82399
H -0.46140 -1.23863 -1.36680
H -0.76913 -0.49794 2.14181
H -1.57471 -0.65692 0.56105
*
```

The records above yield ΔE to the lowest compared entry with this formula, charge and spin values of 406.9; 265.1 kJ/mol, respectively.